Entry 1:
{
  "formula": "C3H2N2O2",
  "method": "ωB97M-V/def2-TZVPD",
  "elements": ["C", "N", "H", "O", "C", "C", "H", "N", "O"],
  "xyz": [[1.711, 0.072, 0.008], [1.504, -1.155, 0.383], [2.717, 0.473, 0.003], [0.090, -1.282, 0.244], [-0.324, -0.077, -0.148], [-1.869, 0.369, 0.322], [-2.865, 0.839, 0.428], [0.624, 0.803, -0.375], [-1.588, -0.044, -0.866]],
  "atomic_forces_ev_per_a": [[0.231, -0.196, 0.093], [0.220, 0.386, -0.047], [-0.118, -0.066, -0.016], [-0.289, 0.043, -0.101], [0.286, -0.082, -0.093], [-0.317, 0.062, -0.167], [0.082, -0.068, -0.001], [-0.114, -0.174, 0.035], [0.020, 0.095, 0.297]],
  "spin_multiplicity": 1,
  "relative_energy_kcal_mol": 129.0,
  "total_charge": 0,
  "e_lumo_ev": [-1.1, -1.1]
}

---

Entry 2:
{
  "formula": "C42H126O42",
  "method": "ωB97M-V/def2-TZVPD",
  "elements": ["H", "C", "H", "H", "H", "O", "H", "H", "H", "H", "C", "H", "C", "H", "O", "C", "O", "H", "C", "O", "H", "O", "C", "H", "C", "C", "C", "C", "H", "H", "H", "H", "H", "H", "O", "H", "H", "H", "H", "H", "H", "O", "O", "C", "O", "H", "H", "H", "H", "H", "C", "H", "C", "O", "O", "H", "O", "H", "O", "C", "C", "H", "H", "H", "H", "O", "H", "H", "C", "C", "O", "H", "H", "C", "H", "H", "O", "H", "O", "H", "H", "H", "O", "H", "C", "C", "H", "H", "H", "C", "H", "H", "H", "H", "C", "H", "H", "C", "H", "H", "H", "O", "H", "H", "H", "H", "H", "H", "H", "H", "O", "H", "H", "H", "H", "H", "C", "H", "H", "O", "O", "O", "O", "O", "H", "H", "O", "C", "H", "O", "H", "C", "H", "C", "O", "H", "C", "H", "H", "H", "H", "H", "O", "C", "H", "H", "C", "C", "O", "H", "H", "H", "H", "O", "H", "O", "H", "H", "O", "H", "H", "H", "C", "H", "H", "H", "H", "H", "H", "H", "H", "H", "C", "C", "H", "C", "H", "C", "C", "O", "H", "H", "O", "H", "C", "H", "H", "H", "H", "H", "O", "O", "H", "O", "H", "C", "C", "H", "C", "O", "C", "O", "H", "H", "H", "H", "H", "H", "O", "O"],
  "xyz": [[-5.623, -1.672, -1.556], [2.558, 6.177, -4.513], [1.233, 1.405, 0.778], [-0.780, 6.243, 6.025], [3.300, 0.014, 0.008], [2.945, 7.863, 1.330], [-1.902, 0.962, -0.699], [0.484, -1.049, 7.340], [0.632, 5.204, -4.313], [2.823, 7.222, -4.675], [5.996, 0.877, -1.478], [3.082, -3.427, -4.921], [-3.433, -6.343, 2.347], [-5.162, -5.667, 3.272], [2.113, 1.391, 1.160], [5.071, 0.388, -0.321], [2.451, -5.292, -3.034], [3.056, 5.596, -6.259], [-2.759, 4.648, -4.988], [-2.129, 5.682, 0.448], [-5.205, -2.588, -2.997], [-3.860, 3.582, 0.053], [3.337, 5.630, 0.289], [-4.194, 3.161, 1.772], [-3.553, 2.253, 3.421], [3.939, 6.980, 0.902], [-0.171, -4.283, 0.713], [3.055, -4.778, 4.796], [4.883, -3.657, 4.221], [-0.474, 2.609, -0.575], [-2.868, 1.642, 2.833], [-4.673, 2.080, 5.227], [-1.212, -7.280, -6.899], [-1.398, -1.305, -0.277], [3.580, -4.868, 0.737], [-1.824, -2.406, 6.285], [7.480, 0.358, -0.241], [-2.718, 6.264, -3.829], [-1.706, -1.958, 3.160], [3.503, -2.768, 4.253], [5.902, -5.674, 1.888], [-3.078, 5.375, -3.773], [3.212, 5.285, -5.365], [0.377, 5.564, 4.378], [-1.796, -4.655, -4.662], [-4.815, -3.152, 1.803], [3.959, 1.208, -4.090], [4.884, 1.189, 0.394], [-5.596, -1.659, 2.124], [-4.956, 0.690, 4.210], [-0.701, 5.775, 0.176], [-0.533, 5.088, 4.013], [-4.880, -2.362, 2.550], [-3.268, 0.662, 5.373], [-3.120, -3.858, -2.173], [6.585, -3.680, 2.809], [-3.624, -4.779, 4.305], [1.639, 5.509, 2.820], [0.537, -1.290, -0.494], [-1.720, -6.988, -5.186], [-4.178, 1.359, 4.577], [4.578, 7.565, 0.240], [5.149, -5.453, -0.561], [2.300, 1.188, -4.746], [-3.028, 3.101, 3.862], [-0.663, 4.037, -1.558], [2.222, -5.656, -2.176], [1.203, 2.118, 4.405], [-4.790, -2.088, -2.122], [2.899, 1.196, -3.836], [1.217, 6.163, 3.382], [0.529, 7.610, 6.983], [-0.859, 3.910, -2.490], [-0.311, 5.411, -1.273], [-0.369, 6.794, 0.374], [-0.508, 0.533, -1.724], [1.388, -5.683, -0.592], [2.091, -5.259, -0.094], [-1.933, 2.502, -3.933], [2.811, 5.687, -0.664], [-3.288, 4.330, -0.134], [-0.450, -5.484, -1.133], [-3.854, -1.080, -2.392], [5.724, 1.863, -1.854], [1.041, 6.124, -4.731], [-3.530, -1.608, 2.563], [-4.717, -4.001, -1.015], [4.759, -2.421, 6.288], [-0.213, 5.040, 0.816], [6.005, -4.756, 1.308], [-1.075, -3.685, 0.604], [2.849, 3.927, 0.964], [-6.286, -2.693, 3.752], [-2.259, -4.688, -3.822], [0.261, -4.826, -0.634], [4.925, -3.759, -0.246], [-0.485, -0.548, 1.082], [1.200, 2.236, 3.321], [-2.434, -6.666, 2.639], [-2.750, -4.552, 1.969], [2.410, -4.732, 5.673], [3.795, 0.102, -0.810], [-0.689, -5.916, -3.541], [3.678, -1.546, -3.604], [-2.237, 6.079, 1.316], [-2.763, -0.576, -3.613], [0.087, -0.770, -4.062], [-1.507, -0.250, 4.583], [-4.413, -0.300, -2.391], [1.930, -3.238, -2.932], [2.373, -4.835, 3.577], [-1.541, -1.208, -6.040], [1.806, 3.137, 3.221], [-1.019, -0.270, 6.965], [1.375, 2.111, -2.848], [-0.335, 7.478, 4.898], [-2.859, 3.129, -4.800], [-3.563, -0.803, 3.297], [-6.054, 2.061, -0.589], [0.505, 6.475, -5.999], [-0.825, -0.828, 4.233], [-2.444, -2.500, 2.870], [-5.416, 1.014, -2.211], [-1.043, -2.382, 6.844], [5.611, -0.428, 0.160], [-0.745, 6.068, -2.026], [-0.115, 2.554, 2.848], [4.929, -4.739, 0.232], [5.882, 0.215, -2.337], [3.071, 2.734, -1.926], [1.007, 4.821, 4.867], [2.760, -3.944, -2.900], [4.261, 5.090, 0.081], [-1.775, -1.425, -4.998], [-3.168, -5.258, 1.471], [3.103, 0.072, -2.350], [-0.956, -5.781, -4.589], [3.249, -3.777, -1.941], [-0.135, -5.518, -5.256], [-3.191, -1.141, 1.638], [2.855, 2.010, -1.333], [-0.344, -5.077, 1.440], [7.340, 1.001, -0.940], [0.138, -1.047, 5.271], [-4.594, 1.111, -0.321], [-0.349, -2.015, -2.213], [-0.596, -0.621, 0.001], [-0.845, 0.697, -0.701], [-2.388, -0.262, -4.439], [0.658, -1.964, 4.995], [1.389, 0.157, 2.766], [4.480, -4.256, -4.186], [2.846, 5.947, -3.487], [0.954, 6.966, 6.413], [2.942, 0.978, 3.036], [5.927, -3.567, 2.118], [-1.721, 4.942, -5.147], [-0.119, 2.431, 1.896], [2.676, -0.016, -3.205], [1.583, -4.057, 1.563], [2.627, 7.406, 2.112], [-3.533, -2.831, -0.451], [3.987, -3.553, 4.833], [0.619, 6.881, -4.070], [0.204, -2.415, -4.555], [-2.688, 2.654, -5.765], [-3.803, 0.096, 5.936], [-3.904, 2.850, -4.668], [-3.946, -7.123, 1.785], [6.964, -4.856, 0.800], [-2.465, -2.268, -4.982], [1.485, -5.138, 3.777], [3.703, -3.508, -4.029], [-4.034, -3.216, -1.339], [-4.613, 3.764, -1.826], [-0.400, -1.130, 6.708], [-3.981, -3.959, 3.955], [0.053, 6.604, 5.422], [-0.501, -1.682, -4.163], [4.309, -2.234, -3.827], [-3.288, 2.654, -1.662], [0.758, -2.023, 0.084], [-5.343, -2.867, 3.803], [-3.408, 4.996, -5.791], [-5.097, 1.774, -1.026], [0.945, -0.328, 5.414], [2.248, 3.310, -3.768], [0.777, 5.448, -1.318], [-2.586, -7.185, -4.553], [0.398, -3.990, -1.321], [-0.217, 1.828, -0.081], [-4.588, 2.690, 2.510], [3.652, -5.681, 4.920], [-1.013, -2.101, -2.902], [-6.355, 1.036, -2.411], [-4.200, 2.995, -1.172], [-4.173, -5.931, 3.647], [-1.145, -7.908, -5.075], [1.954, 1.072, 2.587], [0.902, -3.449, 1.265], [2.377, 2.441, -3.122], [4.265, -3.243, 6.250], [0.903, 7.301, -6.286], [-1.812, 1.688, -4.429], [3.623, -4.970, 1.690], [-4.268, -6.773, 4.332], [-2.546, -3.167, -2.511], [4.554, 6.806, 1.785], [2.677, 4.835, 1.224], [-2.007, -6.861, -6.563]],
  "atomic_forces_ev_per_a": [[-0.080, -0.078, 0.292], [-1.104, 0.272, -0.624], [-0.598, 0.158, -0.645], [-0.741, -0.536, -0.575], [-1.163, -0.041, -0.097], [-0.713, 0.147, 0.235], [-0.246, -0.578, -0.179], [-0.134, -0.562, 0.304], [-0.116, -0.428, -0.932], [0.551, 0.226, -0.199], [0.020, 0.158, 1.457], [0.047, -0.382, -0.378], [1.505, 0.700, 1.110], [-0.505, -0.001, 0.356], [0.887, -0.599, 2.041], [1.211, 1.833, -1.178], [-0.126, -0.343, -1.136], [0.031, -0.205, -0.227], [0.992, 0.234, 1.358], [0.836, 0.266, -0.692], [0.086, 0.236, -0.451], [-0.599, -0.603, 0.615], [3.187, 1.036, -0.019], [0.291, 0.071, -0.494], [-0.700, -1.235, -0.268], [-0.821, -0.660, -0.416], [0.866, -0.151, 0.193], [1.631, 0.226, 1.070], [0.342, -0.630, 0.520], [0.045, 0.798, -0.468], [0.476, -0.025, 0.209], [-0.397, 0.125, 0.021], [-0.222, 0.185, -0.944], [-0.881, 0.371, 0.430], [0.897, -0.361, 0.012], [-0.068, 0.006, -0.177], [-0.111, -0.215, -0.087], [-0.007, -0.019, -0.199], [0.471, 0.149, 0.388], [-0.583, 0.530, 0.631], [-0.162, -0.028, 0.432], [-0.541, -0.747, 0.214], [0.581, -0.126, -0.191], [2.247, 0.283, 0.887], [-0.386, 0.398, 0.357], [0.128, -0.417, 0.134], [0.176, 0.691, -0.226], [0.780, 0.185, 0.320], [-0.184, 0.213, 0.152], [0.062, 0.001, -0.501], [-0.460, -0.670, -0.744], [-0.007, 0.201, -0.266], [0.864, 0.912, -1.681], [1.282, -0.577, -0.099], [0.256, -0.288, -0.320], [0.108, 0.151, 0.125], [0.836, -1.845, 0.030], [-0.015, -0.500, -0.206], [1.174, 0.636, -1.119], [0.786, -0.277, 1.443], [-1.122, 2.268, -0.965], [-0.094, -0.562, -0.641], [-0.215, -0.387, 0.272], [0.230, -0.180, -0.416], [0.110, -0.048, 0.045], [-0.171, 0.647, 0.541], [-0.407, -0.038, 0.402], [-0.510, -0.617, 0.021], [0.704, -1.947, 1.296], [0.142, 1.160, -1.700], [-0.732, 0.524, -0.018], [0.025, -0.033, -0.087], [-0.261, -0.105, -0.321], [-0.433, -0.791, 0.570], [0.250, -0.093, 0.115], [0.046, 0.342, -0.238], [-0.106, -0.005, 0.393], [0.638, 0.111, 0.231], [-0.306, 1.047, 0.146], [-0.261, 0.612, 0.142], [0.449, 0.412, 0.181], [-0.769, 0.392, 0.426], [-0.027, -0.295, 0.043], [-0.098, 0.070, 0.318], [-0.430, 1.162, 1.845], [0.723, -0.587, 0.869], [-0.243, 0.150, 0.126], [0.070, 0.054, -0.067], [0.321, 0.232, 0.191], [-0.444, -0.061, -0.538], [0.137, 0.109, 0.106], [-0.270, -0.360, 0.153], [-0.108, -0.305, 0.527], [-0.631, 0.483, 0.035], [-0.438, -0.644, -0.688], [0.353, 0.129, -0.107], [-0.434, 0.327, 0.240], [0.747, 0.411, -0.655], [0.066, -0.805, 0.179], [0.144, 0.277, 0.421], [-0.291, 0.221, -0.142], [-0.070, -1.050, 0.244], [0.571, -0.476, -0.160], [-0.635, 0.160, -0.082], [-0.237, -0.031, 0.092], [-0.399, -0.005, 0.550], [-0.200, 0.335, 0.057], [-0.426, 0.521, 0.089], [0.011, 1.026, -0.245], [-0.674, -0.178, 0.043], [-0.529, 0.038, -0.542], [0.113, 0.013, -0.001], [0.352, 0.177, -0.378], [-0.340, 0.078, -0.120], [-0.558, 0.250, 0.041], [0.110, 0.309, -0.256], [-0.571, 0.535, -1.351], [-0.113, -0.025, 0.244], [0.078, 0.116, 0.328], [0.596, -1.121, -0.347], [0.864, 0.200, 0.668], [-1.109, -0.601, -0.197], [0.729, 0.721, -0.076], [-0.076, 0.034, 1.117], [-0.392, -0.519, 0.115], [-0.120, 0.068, 0.122], [0.580, -0.666, 0.729], [-0.311, 1.222, 0.186], [0.467, -0.500, 0.078], [0.209, 0.704, -0.066], [-0.288, -0.518, 0.168], [1.260, 0.778, 0.222], [0.265, -0.067, -0.603], [1.029, 0.608, 0.176], [-1.022, 0.045, -0.517], [0.150, -0.524, 0.779], [-0.753, -0.250, -1.366], [0.232, 0.210, 0.209], [0.533, -0.403, 0.387], [-1.154, 0.084, -0.606], [0.172, -0.119, 0.385], [-0.277, -0.147, -0.131], [-0.700, 0.110, -0.832], [0.370, 0.049, 0.685], [-0.055, -0.225, 0.045], [0.462, 0.197, 0.276], [-0.361, -0.536, 0.137], [-0.276, 0.119, 0.235], [0.321, 0.134, -1.075], [-0.201, -0.214, 0.247], [0.025, -0.252, -0.392], [0.060, 0.146, 0.056], [-0.303, -0.187, 0.036], [2.173, 0.002, 0.070], [0.043, 0.014, -0.180], [0.001, -0.813, -0.525], [0.119, -0.354, -0.858], [-0.183, -0.047, -0.486], [-0.894, -0.472, 0.511], [0.320, 0.201, 0.136], [-0.822, 0.516, 0.435], [0.012, 0.341, 0.177], [-0.217, 0.182, 0.542], [0.119, 0.189, 0.654], [-0.313, -0.390, -0.305], [0.111, 0.539, -0.600], [0.151, -0.125, 0.176], [-0.207, 0.008, 1.019], [-0.086, 0.087, 0.156], [0.182, 0.317, -0.060], [0.192, -0.152, 0.149], [-0.164, -0.020, -0.270], [-0.609, 0.619, 0.003], [-1.351, 0.262, -0.220], [-0.374, -0.106, -0.196], [0.103, -0.793, -1.736], [-0.225, -0.405, 0.036], [-2.707, 0.199, 0.089], [-0.595, -0.313, -0.284], [0.838, -0.886, 0.275], [0.193, -0.073, -0.271], [0.247, -0.365, 0.499], [0.023, 1.049, -0.554], [0.035, -0.262, -0.166], [-0.970, 0.086, 0.994], [-0.031, 0.932, -1.111], [0.631, -0.007, 0.018], [0.091, 0.420, 0.003], [-0.562, 0.356, -0.425], [0.325, 0.210, -0.060], [0.561, -1.238, 0.518], [-0.121, -0.691, 1.923], [0.109, -0.178, 0.028], [-0.087, -0.123, 0.107], [0.070, 0.241, 0.156], [0.459, -0.187, -1.790], [-0.540, 1.177, -1.313], [0.434, -0.094, 0.318], [-1.053, 1.471, -0.125], [-1.118, -0.146, -0.513], [-0.541, -1.427, 0.495], [-0.446, -0.413, -1.779], [0.037, 0.169, 0.062], [0.465, -1.033, 0.743], [-0.144, -0.077, 0.363], [0.227, 0.127, 0.099], [0.821, 0.377, -0.270], [0.301, -0.896, -0.093], [-0.958, 0.068, 0.864], [0.189, 0.009, 0.318]],
  "spin_multiplicity": 1,
  "relative_energy_kcal_mol": 74.5,
  "total_charge": 0,
  "e_lumo_ev": 0.1
}

---

Values of energy, in order: -10212.597, -131581.457, all in eV.